Formula: C16H27IrN3O4
Source: the Open Molecules 2025 dataset
Level of theory: the ωB97M-V functional and the def2-TZVPD basis

Calculated values
⟨S²⟩	8.77
net charge	+4
multiplicity	6
HOMO energy (spin up / spin down)	-21.634 / -21.624	eV

Element x y z (Å)
1 Ir -0.031 0.158 -0.742
2 C -1.994 -4.289 2.417
3 N -1.948 -3.626 1.130
4 C -2.719 -4.180 0.050
5 C -1.192 -2.421 0.915
6 O -1.265 -1.893 -0.171
7 C -0.368 -1.896 2.069
8 O 0.212 -0.655 1.706
9 C 1.554 -0.419 2.156
10 C 2.464 -0.167 0.966
11 O 1.884 -0.003 -0.195
12 N 3.738 -0.101 1.076
13 C 4.631 0.157 -0.080
14 C 4.438 -0.276 2.374
15 H -2.294 -5.326 2.274
16 H -1.040 -4.227 2.939
17 H -2.770 -3.791 3.025
18 H -2.285 -5.165 -0.201
19 H -3.728 -4.407 0.425
20 H -2.733 -3.530 -0.815
21 H -1.012 -1.766 2.947
22 H 0.390 -2.648 2.316
23 H 1.544 0.461 2.804
24 H 1.924 -1.263 2.738
25 H 4.109 -0.030 -1.010
26 H 4.965 1.191 -0.016
27 H 5.480 -0.516 0.011
28 H 3.798 -0.001 3.207
29 H 4.772 -1.310 2.449
30 H 5.297 0.390 2.372
31 O 0.572 0.516 -2.793
32 C 0.536 1.890 -3.345
33 C -0.849 2.184 -3.889
34 C -1.976 1.741 -2.929
35 C -1.911 2.417 -1.595
36 C -2.508 3.648 -1.391
37 C -2.501 4.250 -0.139
38 C -1.869 3.592 0.918
39 C -1.254 2.394 0.673
40 N -1.253 1.804 -0.560
41 H 0.442 -0.129 -3.510
42 H 1.315 1.960 -4.101
43 H 0.808 2.527 -2.505
44 H -1.011 1.680 -4.843
45 H -0.912 3.254 -4.096
46 H -1.947 0.656 -2.797
47 H -2.930 1.971 -3.403
48 H -3.002 4.116 -2.234
49 H -2.987 5.207 0.012
50 H -1.842 3.997 1.921
51 H -0.742 1.873 1.471

Mulliken atomic charge list, values in e, 2 entries:
1 Ir 2.397
2 C -0.774

---

Formula: C16H27N5O12S3
Source: the Open Molecules 2025 dataset
Level of theory: the ωB97M-V functional and the def2-TZVPD basis

Calculated values
net charge	0
SMILES string	O=S1(=O)OCCO1.O=S1(=O)OCCO1.O=S1(=O)OCCO1.CC#N.CC#N.CC#N.CC#N.CC#N
HOMO energy	-10.764	eV

Element x y z (Å)
1 C 0.145 -5.265 -5.288
2 C -0.430 -4.298 -4.389
3 N -0.812 -3.538 -3.624
4 H -0.385 -5.345 -6.242
5 H 0.059 -6.267 -4.862
6 H 1.227 -5.050 -5.412
7 C -6.788 -0.164 -0.427
8 C -5.465 0.151 -1.058
9 N -4.445 0.469 -1.507
10 H -7.538 -0.219 -1.245
11 H -7.157 0.720 0.113
12 H -6.740 -1.072 0.178
13 C 5.338 0.731 0.775
14 C 6.093 1.682 -0.018
15 N 6.661 2.496 -0.679
16 H 6.014 0.367 1.528
17 H 5.185 -0.159 0.208
18 H 4.429 1.190 1.184
19 C 2.903 -1.183 3.087
20 C 3.695 -2.290 2.728
21 N 4.379 -3.205 2.491
22 H 1.849 -1.442 3.191
23 H 2.852 -0.489 2.285
24 H 3.211 -0.700 4.047
25 C 0.375 3.517 3.629
26 C 1.505 2.936 2.919
27 N 2.396 2.524 2.347
28 H 0.470 4.600 3.602
29 H 0.294 3.280 4.642
30 H -0.548 3.329 3.055
31 C -2.835 0.086 3.055
32 C -3.820 0.188 1.892
33 O -4.749 -0.960 1.923
34 S -3.852 -2.198 2.513
35 O -3.270 -2.884 1.407
36 O -4.620 -2.906 3.450
37 O -2.857 -1.312 3.315
38 H -3.020 0.533 4.017
39 H -1.869 0.319 2.553
40 H -3.207 0.119 0.978
41 H -4.422 1.070 1.963
42 C -1.264 -1.546 -1.406
43 C -0.755 -0.514 -2.289
44 O -0.018 0.457 -1.430
45 S -0.002 0.002 0.129
46 O -0.303 1.086 1.043
47 O 1.171 -0.759 0.438
48 O -1.244 -0.907 0.007
49 H -0.688 -2.445 -1.352
50 H -2.258 -1.718 -1.686
51 H -1.537 -0.003 -2.755
52 H -0.112 -0.982 -2.980
53 C 1.650 3.234 -1.466
54 C 2.961 2.687 -0.968
55 O 3.283 1.659 -1.904
56 S 2.657 1.801 -3.337
57 O 1.982 0.640 -3.717
58 O 3.550 2.315 -4.256
59 O 1.681 2.971 -2.863
60 H 1.553 4.336 -1.403
61 H 0.752 2.740 -1.076
62 H 2.928 2.159 -0.019
63 H 3.762 3.426 -1.033

Mulliken atomic charge list, values in e, 2 entries:
1 C -0.874
2 C 0.365

---

Formula: C16H27NO8
Source: the Open Molecules 2025 dataset
Level of theory: the ωB97M-V functional and the def2-TZVPD basis

Calculated values
net charge	0
SMILES string	[H]/N=C\C[C@@H]1C[C@H](C=C)OC1=O.CCOC(=O)OC.CCOC(=O)OC
HOMO energy	-9.534	eV

Element x y z (Å)
1 C 4.242 2.041 4.838
2 C 2.943 2.290 4.706
3 C 2.019 1.455 3.857
4 C 1.856 2.185 2.515
5 C 2.097 1.143 1.432
6 C 2.671 1.641 0.120
7 C 4.060 2.230 0.234
8 N 4.630 2.928 -0.646
9 C 2.866 0.052 2.196
10 O 3.525 -0.863 1.803
11 O 2.648 0.223 3.524
12 H 4.615 1.026 4.866
13 H 4.952 2.855 4.908
14 H 2.453 3.111 5.224
15 H 1.059 1.269 4.341
16 H 2.634 2.948 2.437
17 H 0.929 2.747 2.415
18 H 1.153 0.639 1.188
19 H 2.025 2.458 -0.217
20 H 2.630 0.876 -0.656
21 H 4.608 2.047 1.162
22 H 4.020 3.043 -1.460
23 C -0.441 -2.344 -5.801
24 C 0.669 -1.446 -5.302
25 O 0.470 -1.049 -3.931
26 C 0.741 -1.986 -3.021
27 O 1.151 -3.094 -3.236
28 O 0.468 -1.473 -1.818
29 C 0.634 -2.398 -0.735
30 H -1.410 -1.863 -5.665
31 H -0.299 -2.553 -6.861
32 H -0.451 -3.289 -5.261
33 H 0.685 -0.511 -5.858
34 H 1.646 -1.917 -5.404
35 H 1.632 -2.830 -0.743
36 H -0.118 -3.183 -0.792
37 H 0.502 -1.832 0.183
38 C -6.784 0.200 1.246
39 C -6.087 -1.139 1.335
40 O -5.252 -1.394 0.191
41 C -4.096 -0.733 0.167
42 O -3.688 0.017 1.018
43 O -3.457 -1.051 -0.957
44 C -2.220 -0.354 -1.150
45 H -7.351 0.273 0.318
46 H -7.469 0.319 2.086
47 H -6.064 1.017 1.270
48 H -6.813 -1.949 1.329
49 H -5.493 -1.224 2.245
50 H -1.568 -0.482 -0.289
51 H -2.412 0.705 -1.316
52 H -1.761 -0.778 -2.033

Mulliken atomic charge list, values in e, 2 entries:
1 C -0.664
2 C -0.614